The following is a quantum chemistry calculation of a 2-piece molecular cluster, C28H29N3O5S overall at a distorted geometry, from the Open Molecules 2025 dataset.

Each line ends with the Löwdin charge.
Cartesian coordinates (Å):
C: 6.657 1.674 4.865  -0.183
C: 5.708 0.474 4.889  -0.142
N: 4.971 0.445 3.634  -0.142
C: 3.672 -0.110 3.621  -0.204
C: 3.462 -1.500 3.467  0.029
C: 2.174 -1.990 3.365  0.031
C: 1.020 -1.140 3.489  -0.157
C: -0.265 -1.729 3.312  0.120
C: -1.572 -1.168 3.411  -0.161
C: -1.861 0.235 3.418  0.018
C: -3.156 0.701 3.556  0.011
C: -4.231 -0.213 3.595  -0.214
N: -5.573 0.253 3.626  -0.124
C: -5.947 0.844 4.909  -0.150
C: -7.330 1.480 4.848  -0.179
O: -7.469 2.273 3.665  -0.141
C: -7.369 1.497 2.467  -0.177
C: -5.990 0.859 2.360  -0.141
C: -3.993 -1.604 3.566  0.029
C: -2.697 -2.064 3.465  0.029
C: 1.275 0.248 3.756  0.012
C: 2.562 0.756 3.764  0.018
C: 5.795 0.386 2.434  -0.139
C: 6.717 1.608 2.451  -0.179
O: 7.450 1.706 3.676  -0.146
H: 6.064 2.609 4.952  0.127
H: 7.387 1.620 5.691  0.129
H: 6.277 -0.465 5.037  0.130
H: 4.989 0.582 5.707  0.130
H: 4.337 -2.158 3.410  0.133
H: 2.018 -3.047 3.143  0.118
H: -0.245 -2.788 3.049  0.111
H: -1.079 0.976 3.280  0.095
H: -3.385 1.773 3.607  0.131
H: -5.943 0.022 5.638  0.129
H: -5.196 1.579 5.256  0.119
H: -8.089 0.670 4.889  0.129
H: -7.463 2.190 5.681  0.131
H: -8.133 0.692 2.434  0.129
H: -7.520 2.220 1.648  0.132
H: -5.252 1.600 2.000  0.122
H: -6.005 0.044 1.621  0.135
H: -4.867 -2.264 3.628  0.133
H: -2.519 -3.140 3.420  0.132
H: 0.468 0.950 3.942  0.090
H: 2.773 1.830 3.859  0.128
H: 6.379 -0.553 2.394  0.128
H: 5.138 0.427 1.559  0.135
H: 7.492 1.544 1.669  0.130
H: 6.107 2.523 2.299  0.128
C: 0.936 -5.308 -3.580  -0.084
C: 1.409 -5.087 -2.270  -0.005
C: 0.607 -4.369 -1.345  -0.124
C: -0.621 -3.913 -1.772  -0.233
C: -1.121 -4.118 -3.059  -0.041
C: -0.324 -4.824 -3.973  -0.083
S: -1.454 -3.045 -0.450  0.594
O: -1.640 -1.669 -0.838  -0.335
O: -2.645 -3.785 -0.083  -0.340
N: -0.213 -3.264 0.579  -0.093
C: 0.856 -3.964 0.101  -0.527
O: 1.876 -4.229 0.747  -0.008
H: 1.532 -5.856 -4.325  0.102
H: 2.395 -5.479 -2.002  0.112
H: -2.097 -3.728 -3.316  0.114
H: -0.687 -4.989 -4.986  0.099

Output
charge	0
relative energy (zero: lowest compared OMol25 entry of this formula, charge and spin)	4.281	eV
max |F|	2.09	eV/Å
E_LUMO	-2.8	eV
HOMO-LUMO gap	0.190	Ha



The following is a quantum chemistry calculation of C28H29N3PtSi as an isolated structure at a distorted geometry, from the Open Molecules 2025 dataset.

Each line ends with the Mulliken spin population.
Cartesian coordinates (Å):
C: 1.189 2.327 -0.151  0.354
C: -0.030 2.481 -0.869  0.347
C: -1.093 2.037 -0.036  0.367
H: -0.125 2.769 -1.931  0.062
C: -0.522 1.623 1.196  0.303
C: 0.891 1.784 1.128  0.378
H: 1.617 1.554 1.915  0.018
H: 2.207 2.512 -0.549  0.018
H: -2.131 1.942 -0.337  0.042
H: -1.086 1.266 2.074  0.029
Pt: -0.660 -3.184 -0.489  0.993
C: -1.639 -3.546 -2.086  -0.005
H: -2.543 -2.905 -2.133  0.009
H: -1.961 -4.600 -2.265  0.005
H: -1.010 -3.256 -2.938  0.025
Si: 0.407 -0.343 -2.494  0.478
C: 1.734 -1.047 -3.479  0.014
C: 2.596 0.085 -3.500  0.045
H: 2.254 1.105 -3.260  -0.005
C: 3.937 -0.068 -3.792  0.003
H: 4.573 0.787 -3.603  0.001
C: 4.405 -1.272 -4.313  0.021
H: 5.458 -1.354 -4.580  0.001
C: 3.507 -2.329 -4.453  -0.012
H: 3.881 -3.255 -4.888  0.000
C: 2.169 -2.248 -4.047  -0.035
H: 1.485 -3.085 -4.227  -0.001
C: -1.026 0.324 -3.388  0.034
C: -0.625 0.879 -4.614  0.054
H: 0.302 0.552 -5.102  -0.002
C: -1.424 1.859 -5.200  0.013
H: -1.060 2.403 -6.062  0.001
C: -2.691 2.150 -4.684  0.008
H: -3.303 2.943 -5.126  0.000
C: -3.158 1.411 -3.593  0.023
H: -4.159 1.601 -3.217  0.000
C: -2.361 0.452 -2.969  0.043
H: -2.747 -0.199 -2.180  -0.017
H: 0.483 -2.700 -1.639  0.129
H: 1.040 0.669 -1.776  0.177
N: -0.794 -1.538 2.393  -0.005
C: 0.516 -1.782 2.010  0.004
C: 1.500 -1.418 2.931  0.015
C: 2.830 -1.487 2.575  -0.011
C: 3.117 -1.849 1.258  0.024
C: 2.102 -2.188 0.388  0.049
N: 0.805 -2.280 0.799  -0.019
C: -2.035 -1.983 1.963  0.017
C: -3.100 -1.867 2.866  0.004
C: -4.375 -2.276 2.526  0.005
C: -4.567 -2.729 1.213  0.000
C: -3.503 -2.788 0.346  0.016
N: -2.228 -2.536 0.753  0.051
H: -0.864 -1.082 3.302  0.000
H: 1.176 -1.085 3.907  0.000
H: 3.617 -1.273 3.284  0.000
H: 4.130 -1.883 0.892  0.001
H: 2.284 -2.403 -0.660  -0.067
H: -2.865 -1.476 3.842  0.002
H: -5.195 -2.254 3.233  0.000
H: -5.530 -3.054 0.850  0.001
H: -3.596 -3.115 -0.689  -0.004

Output
charge	+2
2S+1	5
relative energy (zero: lowest compared OMol25 entry of this formula, charge and spin)	0.000	eV
max |F|	3.79	eV/Å
E_LUMO (alpha / beta)	-5.7 / -9.4	eV
HOMO-LUMO gap (alpha / beta)	0.224 / 0.168	Ha



The following is a quantum chemistry calculation of C28H29N5OPdSSi as an isolated structure, from the Open Molecules 2025 dataset.

Each line ends with the Löwdin charge.
Cartesian coordinates (Å):
Pd: 0.094 -0.221 0.078  0.704
N: 2.862 1.651 2.911  -0.012
C: 1.903 0.912 2.157  -0.908
S: 2.017 1.057 0.402  0.470
N: 1.038 0.227 2.788  -0.047
N: 0.213 -0.578 2.014  -0.193
C: -1.049 -0.899 2.579  -0.254
C: -1.251 -0.930 4.023  -0.172
C: -0.215 -1.266 4.917  -0.051
C: -0.421 -1.306 6.287  -0.126
C: -1.661 -1.001 6.841  -0.152
C: -2.691 -0.633 5.979  -0.128
C: -2.485 -0.586 4.608  -0.067
C: -2.008 -1.324 1.684  -0.257
C: -3.205 -2.081 1.990  -0.074
C: -4.061 -2.464 1.010  -0.149
C: -3.781 -2.156 -0.356  -0.146
C: -2.588 -1.528 -0.618  -0.192
N: -1.718 -1.132 0.315  -0.054
H: 3.715 1.755 2.381  0.021
H: 3.038 1.197 3.796  0.049
H: 0.761 -1.486 4.508  0.089
H: 0.403 -1.578 6.940  0.082
H: -1.816 -1.031 7.914  0.073
H: -3.659 -0.354 6.383  0.082
H: -3.287 -0.249 3.961  0.099
H: -3.389 -2.366 3.017  0.086
H: -4.950 -3.033 1.266  0.077
H: -4.456 -2.421 -1.159  0.061
H: -2.298 -1.299 -1.638  0.084
C: 1.632 -2.229 -1.793  -0.215
Si: 0.672 -1.035 -2.867  0.321
C: -0.417 -2.151 -3.953  -0.189
C: 1.939 -0.329 -4.086  -0.187
N: -0.161 0.166 -2.008  -0.167
C: -1.014 1.118 -2.469  -0.296
C: -1.337 1.261 -3.837  -0.063
C: -2.232 2.211 -4.318  -0.147
C: -2.862 3.085 -3.452  -0.149
C: -2.564 2.998 -2.089  -0.041
C: -1.665 2.066 -1.614  -0.191
O: -1.338 1.979 -0.285  -0.046
C: -1.877 2.812 0.646  -0.286
C: -1.357 4.083 0.833  -0.005
C: -1.852 4.875 1.859  -0.099
C: -2.849 4.394 2.700  -0.120
C: -3.345 3.109 2.515  -0.086
C: -2.863 2.314 1.484  0.019
H: 2.120 -2.979 -2.430  0.019
H: 0.977 -2.739 -1.086  0.014
H: 2.392 -1.703 -1.213  -0.001
H: 0.210 -2.896 -4.456  0.014
H: -0.949 -1.582 -4.722  0.007
H: -1.165 -2.686 -3.358  0.015
H: 2.460 -1.138 -4.612  0.013
H: 2.683 0.276 -3.558  0.022
H: 1.457 0.310 -4.834  0.009
H: -0.857 0.584 -4.534  0.065
H: -2.437 2.258 -5.383  0.081
H: -3.572 3.821 -3.811  0.075
H: -3.036 3.674 -1.386  0.105
H: -0.554 4.420 0.189  0.125
H: -1.438 5.864 2.019  0.090
H: -3.216 5.006 3.516  0.085
H: -4.094 2.715 3.191  0.095
H: -3.195 1.292 1.339  0.122

Output
charge	-2
relative energy (zero: lowest compared OMol25 entry of this formula, charge and spin)	0.229	eV
max |F|	0.50	eV/Å
E_LUMO	4.9	eV
HOMO-LUMO gap	0.153	Ha



The following is a quantum chemistry calculation of C28H29N6ORuS6SbSi as an isolated structure, from the Open Molecules 2025 dataset.

Each line ends with the Mulliken spin population.
Cartesian coordinates (Å):
Ru: 0.092 -0.075 0.201  0.645
S: 3.288 -2.068 3.260  0.009
Sb: 2.601 -0.081 2.418  0.000
S: 0.174 -0.001 2.480  0.335
S: 2.490 0.010 0.035  -0.026
S: 3.370 1.868 3.298  0.004
S: 0.037 4.957 -5.395  0.000
N: -0.054 3.352 -5.451  0.000
C: -0.015 2.934 -4.202  -0.003
C: -0.052 1.539 -3.771  -0.002
C: -0.129 0.460 -4.657  -0.004
C: -0.127 -0.810 -4.143  -0.001
C: -0.043 -0.981 -2.764  -0.011
N: 0.003 0.046 -1.921  0.021
C: 0.000 1.292 -2.414  0.002
C: 0.086 2.392 -1.426  -0.021
N: 0.116 2.027 -0.139  0.018
C: 0.271 2.967 0.790  -0.015
C: 0.366 4.319 0.467  0.005
C: 0.294 4.702 -0.845  -0.002
C: 0.153 3.711 -1.820  0.006
C: 0.090 3.991 -3.253  -0.003
N: 0.127 5.186 -3.805  0.000
H: -0.176 0.648 -5.722  0.000
H: -0.187 -1.681 -4.781  0.001
H: -0.012 -1.962 -2.304  0.002
H: 0.341 2.612 1.810  0.006
H: 0.510 5.039 1.261  0.001
H: 0.364 5.740 -1.146  0.000
C: -5.045 -2.586 2.954  0.000
C: -3.645 -3.184 3.067  0.002
C: -2.603 -2.411 2.271  0.010
N: -2.853 -2.559 0.833  0.002
C: -2.769 -1.618 -0.066  -0.005
S: -2.510 0.038 0.229  -0.005
N: -2.934 -1.971 -1.394  0.001
C: -3.104 -3.191 -2.057  0.000
O: -2.715 -3.298 -3.194  0.000
C: -3.887 -4.278 -1.389  0.000
C: -4.879 -3.994 -0.458  0.000
C: -5.609 -5.028 0.110  0.000
C: -5.344 -6.342 -0.255  0.000
C: -4.366 -6.623 -1.201  0.000
C: -3.640 -5.589 -1.775  0.000
H: -5.783 -3.181 3.497  0.000
H: -5.364 -2.528 1.908  0.000
H: -5.064 -1.570 3.358  0.000
H: -3.656 -4.229 2.735  0.000
H: -3.319 -3.190 4.109  0.000
H: -1.591 -2.759 2.466  -0.007
H: -2.626 -1.352 2.507  -0.005
H: -2.746 -3.508 0.493  0.000
H: -2.640 -1.233 -2.017  0.000
H: -5.086 -2.964 -0.185  0.000
H: -6.377 -4.807 0.840  0.000
H: -5.903 -7.151 0.202  0.000
H: -4.165 -7.646 -1.491  0.000
H: -2.873 -5.781 -2.516  0.000
C: 0.492 -5.512 -1.955  0.003
Si: 0.540 -5.048 -0.141  0.000
C: -0.799 -5.994 0.766  0.002
C: 2.173 -5.550 0.573  0.001
C: 0.278 -3.284 0.042  0.057
C: 0.205 -2.061 0.108  -0.021
H: 0.282 -6.580 -2.094  0.000
H: 1.464 -5.298 -2.411  0.001
H: -0.264 -4.935 -2.499  0.000
H: -0.591 -7.071 0.721  0.000
H: -1.801 -5.844 0.346  -0.001
H: -0.817 -5.700 1.821  0.000
H: 2.305 -6.638 0.512  0.000
H: 2.254 -5.237 1.618  0.000
H: 2.988 -5.067 0.027  0.000

Output
charge	-1
2S+1	2
relative energy (zero: lowest compared OMol25 entry of this formula, charge and spin)	0.405	eV
max |F|	0.93	eV/Å
E_LUMO (alpha / beta)	1.1 / 1.1	eV
HOMO-LUMO gap (alpha / beta)	0.188 / 0.188	Ha